# 1
Below is a 3-piece molecular cluster, C21H38F5N3O4 overall, with properties calculated with wB97M-V/def2-TZVPD.

Cartesian coordinates (Å):
1 N -5.22988 -0.36589 -2.83565
2 C -5.12853 -0.83449 -4.12222
3 O -5.99204 -1.30354 -4.81668
4 O -3.78358 -0.76708 -4.50894
5 C -3.45522 -0.73710 -5.84888
6 F -2.13185 -0.49939 -5.87393
7 F -3.67884 -1.90977 -6.46668
8 C -4.16700 0.40512 -6.66341
9 F -3.34666 0.89170 -7.57543
10 F -5.24917 -0.01658 -7.27864
11 F -4.51603 1.40276 -5.83649
12 H -4.59513 0.39386 -2.63296
13 H -6.19332 -0.13953 -2.61245
14 C -0.98686 -3.63909 1.02261
15 C -1.82173 -2.92475 -0.04783
16 C -0.93877 -2.41027 -1.18786
17 C -0.08524 -1.20851 -0.78908
18 C -0.96276 -0.08287 -0.24920
19 C -1.86057 -0.52034 0.90956
20 N -2.59838 -1.76884 0.51520
21 O -3.66515 -1.52122 -0.16365
22 C -1.03003 -0.71644 2.18945
23 C -2.89549 0.55644 1.21119
24 C -2.81806 -3.94594 -0.58223
25 H -0.45273 -4.46612 0.55347
26 H -0.24164 -3.01568 1.50203
27 H -1.63486 -4.05073 1.79763
28 H -1.58296 -2.12442 -2.02581
29 H -0.31033 -3.23312 -1.53599
30 H 0.66432 -1.49799 -0.04771
31 H 0.47116 -0.84765 -1.65515
32 H -0.33894 0.74982 0.08394
33 H -1.58918 0.29594 -1.06413
34 H -1.58257 -1.30053 2.92654
35 H -0.81651 0.25921 2.62636
36 H -0.06751 -1.18990 2.01705
37 H -3.47371 0.82343 0.33064
38 H -2.37663 1.44827 1.56560
39 H -3.58812 0.22639 1.98648
40 H -3.51855 -4.25056 0.19574
41 H -2.26630 -4.82611 -0.91593
42 H -3.38879 -3.55785 -1.42144
43 C 4.53748 0.13441 2.93546
44 C 4.27363 0.76543 1.56255
45 C 5.22829 1.93105 1.29490
46 C 4.91219 3.16802 2.13090
47 C 3.46614 3.60601 1.91379
48 C 2.44921 2.49453 2.18436
49 N 2.86125 1.25914 1.42782
50 O 2.45755 1.26703 0.20416
51 C 2.31549 2.23401 3.69339
52 C 1.07403 2.91133 1.67736
53 C 4.48844 -0.33127 0.52693
54 H 5.57236 -0.20767 2.96902
55 H 4.40150 0.80669 3.77393
56 H 3.89020 -0.73054 3.08646
57 H 5.16667 2.19566 0.23481
58 H 6.24939 1.59058 1.47964
59 H 5.10206 2.97059 3.18939
60 H 5.58344 3.98028 1.84700
61 H 3.22087 4.45628 2.55472
62 H 3.35084 3.94320 0.87909
63 H 1.83257 1.27414 3.88122
64 H 1.69470 3.01451 4.13332
65 H 3.26107 2.25776 4.22731
66 H 1.09424 3.19868 0.62956
67 H 0.73009 3.76495 2.26246
68 H 0.35480 2.10010 1.79676
69 H 3.75142 -1.12641 0.64429
70 H 5.48230 -0.75670 0.67343
71 H 4.42189 0.04757 -0.48915

Calculated values
energy above the lowest of the compared OMol25 structures with the same formula, charge and spin = 0.0 kJ/mol
spin multiplicity = 3
total charge = 0
total energy = -48639.459 eV
HOMO-LUMO gap (alpha / beta) = 8.6 / 9.5 eV
LUMO level (alpha / beta) = 0.555 / 0.295 eV
expectation value of S² = 2.008

Mulliken atomic charge list, values in e, 6 entries: -0.3117, 0.5362, -0.5351, -0.2800, 0.6570, -0.2994



# 2
Below is C21H38O22S4Ti2 as an isolated structure, with properties calculated with wB97M-V/def2-TZVPD.

Cartesian coordinates (Å):
1 Ti 0.01182 0.25753 -3.09046
2 Ti -1.55025 -1.08457 2.13784
3 S -0.40887 -0.53096 -0.41971
4 O -1.80913 -0.88399 -0.14671
5 O 0.12967 -1.43613 -1.46653
6 O -0.28270 0.83985 -0.97212
7 O 0.31571 -0.64044 0.84657
8 C -2.19142 -4.29359 -2.01030
9 C -1.09946 -4.14991 -0.95370
10 O -1.13607 -5.42174 -0.30954
11 C -2.20911 -6.14091 -0.69915
12 O -2.48412 -7.21420 -0.27902
13 O -2.91005 -5.45418 -1.61984
14 H -1.82951 -4.39627 -3.03740
15 H -2.93024 -3.48831 -1.96671
16 H -1.44717 -3.40116 -0.23449
17 H -0.12919 -3.91144 -1.37055
18 C 2.82445 -0.04804 2.66979
19 C 3.01945 0.69732 3.99137
20 O 4.24038 1.40880 3.76235
21 C 4.84445 0.96623 2.64525
22 O 5.87752 1.35437 2.22049
23 O 4.12255 -0.04417 2.11519
24 H 2.15375 0.43039 1.95269
25 H 2.42060 -1.05268 2.80511
26 H 3.12098 0.05292 4.86330
27 H 2.26378 1.45796 4.16906
28 C 3.21893 -1.21275 -0.83261
29 C 2.97508 0.15808 -1.46825
30 O 4.18899 0.41001 -2.16162
31 C 5.14420 -0.45848 -1.75789
32 O 6.26034 -0.48829 -2.17197
33 O 4.63308 -1.32744 -0.88875
34 H 2.86212 -2.02747 -1.47771
35 H 2.69382 -1.41536 0.09293
36 H 2.85925 0.88579 -0.65950
37 H 2.12856 0.26142 -2.16179
38 C 1.02207 4.88477 -0.02722
39 C 1.56928 3.50567 -0.40142
40 O 2.36762 3.14568 0.72786
41 C 2.55666 4.22342 1.50533
42 O 3.14667 4.23145 2.53194
43 O 1.96410 5.31494 0.95203
44 H 0.00258 4.91395 0.35617
45 H 1.04786 5.54261 -0.89489
46 H 2.07361 3.53630 -1.36585
47 H 0.81117 2.72272 -0.42109
48 C -4.12670 -0.94534 -3.56354
49 C -4.82466 -1.16661 -2.20547
50 O -5.24729 -2.51946 -2.27460
51 C -4.98376 -3.03165 -3.50008
52 O -5.26398 -4.12597 -3.82850
53 O -4.39076 -2.10841 -4.30855
54 H -3.05690 -0.75904 -3.44620
55 H -4.56518 -0.05430 -4.01378
56 H -5.65245 -0.46684 -2.11195
57 H -4.12310 -0.97072 -1.39547
58 C 1.20240 -3.82521 1.44816
59 S 2.35313 -4.05108 2.83908
60 O 2.48630 -5.51416 3.09135
61 C 3.85974 -3.60418 1.90776
62 H 1.42401 -4.53343 0.64809
63 H 1.23984 -2.80633 1.07077
64 H 0.18614 -4.05243 1.77331
65 H 3.86485 -2.53379 1.65955
66 H 3.95204 -4.13946 0.96644
67 H 4.73377 -3.64149 2.55638
68 C -2.27042 3.06399 1.62835
69 S -2.17338 2.14459 3.20690
70 O -2.46277 0.67475 2.97639
71 C -0.34702 2.22705 3.33852
72 H -2.17864 2.32411 0.82793
73 H -1.49314 3.81098 1.54682
74 H -3.28099 3.45771 1.53736
75 H 0.00724 3.19256 2.99184
76 H 0.04877 1.41299 2.72808
77 H -0.06662 2.06868 4.37688
78 C -2.82372 2.64830 -2.02483
79 S -4.20848 3.81330 -1.78274
80 O -4.60445 3.64189 -0.34350
81 C -3.19219 5.34720 -1.77843
82 H -1.89446 3.08977 -1.66322
83 H -2.60858 2.48357 -3.08698
84 H -3.03711 1.67525 -1.58899
85 H -2.31210 5.22523 -1.14461
86 H -3.75990 6.18443 -1.37268
87 H -2.86323 5.68395 -2.76429

Calculated values
spin multiplicity = 7
total charge = 0
total energy = -157003.923 eV
HOMO-LUMO gap (alpha / beta) = 5.1 / 7.1 eV
LUMO level (alpha / beta) = -1.282 / -1.893 eV
expectation value of S² = 12.003

Mulliken atomic charge list, values in e, 6 entries: -0.2654, 0.3131, 1.5441, -0.8312, -0.6929, 0.1116



# 3
Below is C21H39Br9O18 as an isolated structure, with properties calculated with wB97M-V/def2-TZVPD.

Cartesian coordinates (Å):
1 C -2.42812 -5.53415 0.90781
2 Br -1.08678 -4.90872 2.14073
3 Br -4.21472 -5.07987 1.59843
4 Br -2.18879 -7.44809 0.61264
5 H -2.23254 -5.07393 -0.05322
6 C 5.08512 -0.10527 5.14213
7 Br 5.69093 -1.28066 3.69906
8 Br 4.86514 -1.17498 6.75347
9 Br 3.42213 0.84600 4.63865
10 H 5.81216 0.65604 5.38448
11 C -6.51834 -1.48019 3.04997
12 Br -8.38805 -1.33421 2.48868
13 Br -6.06069 0.00032 4.16798
14 Br -5.37067 -1.55774 1.45170
15 H -6.38825 -2.42055 3.56617
16 C 0.88366 -0.16105 -7.62467
17 O 1.63073 0.04104 -6.43878
18 C 1.15302 -0.51713 -5.32628
19 O -0.00164 -0.78521 -5.12961
20 O 2.14911 -0.73375 -4.50155
21 C 1.88827 -1.10506 -3.15561
22 H 1.47859 0.24969 -8.43832
23 H -0.08023 0.34495 -7.70571
24 H 0.71468 -1.22901 -7.76285
25 H 1.96040 -2.17854 -3.00754
26 H 0.90908 -0.73339 -2.85644
27 H 2.61915 -0.65240 -2.48860
28 C 4.41299 3.32104 -2.56926
29 O 4.88393 2.18650 -1.79531
30 C 5.21102 2.49426 -0.54481
31 O 4.95402 3.52243 0.00793
32 O 5.76271 1.41293 0.00457
33 C 6.19519 1.55238 1.34609
34 H 4.44872 2.99079 -3.59920
35 H 5.16574 4.10238 -2.45248
36 H 3.45333 3.62230 -2.15759
37 H 6.23491 2.59570 1.65782
38 H 7.13591 1.02686 1.48612
39 H 5.43864 1.08660 1.98353
40 C -0.25336 1.80577 3.85045
41 O 0.76582 2.33525 4.66386
42 C 0.88749 3.64799 4.84817
43 O 0.10932 4.47943 4.48442
44 O 2.00857 3.84056 5.51286
45 C 2.22112 5.05147 6.17134
46 H -0.17519 0.72809 3.77462
47 H -0.25302 2.27827 2.86817
48 H -1.23800 2.00858 4.28771
49 H 3.21387 5.11333 6.62213
50 H 1.57743 5.27022 7.02726
51 H 2.19001 5.89723 5.47971
52 C -3.69544 1.04358 -3.77050
53 O -3.08993 1.56449 -2.58089
54 C -3.74765 1.53630 -1.44489
55 O -4.82461 1.02681 -1.24851
56 O -2.95621 2.06228 -0.50720
57 C -3.37320 1.93676 0.85143
58 H -4.28682 1.84842 -4.20920
59 H -4.34985 0.20273 -3.56795
60 H -2.83933 0.77223 -4.37885
61 H -3.91897 1.00083 0.96210
62 H -3.98671 2.76432 1.19464
63 H -2.48620 1.79852 1.46244
64 C 2.69382 -0.40896 1.30639
65 O 1.30486 -0.18695 1.45910
66 C 0.43724 -1.02401 0.91909
67 O 0.69487 -2.03485 0.33020
68 O -0.77795 -0.59332 1.30438
69 C -1.89995 -1.37699 0.93799
70 H 3.21202 -0.37527 2.27425
71 H 3.09069 0.38467 0.67272
72 H 2.91302 -1.40843 0.92938
73 H -1.67256 -2.43100 0.79246
74 H -2.36655 -0.96320 0.03804
75 H -2.67501 -1.31459 1.69944
76 C -4.78415 -2.25941 -2.02653
77 O -3.73912 -3.20616 -2.03551
78 C -2.54550 -2.84415 -2.50077
79 O -2.34911 -1.84931 -3.13715
80 O -1.67017 -3.76904 -2.14662
81 C -0.39146 -3.68402 -2.78329
82 H -4.97271 -1.79088 -2.99043
83 H -4.72341 -1.51682 -1.23383
84 H -5.68673 -2.83551 -1.81894
85 H -0.43865 -4.30812 -3.67569
86 H 0.35290 -4.10257 -2.10881
87 H -0.10601 -2.67289 -3.03934

Calculated values
energy above the lowest of the compared OMol25 structures with the same formula, charge and spin = 0.0 kJ/mol
spin multiplicity = 1
total charge = 0
total energy = -689645.048 eV
HOMO-LUMO gap = 9.9 eV
LUMO level = -0.251 eV

Mulliken atomic charge list, values in e, 6 entries: 0.4091, -0.0054, -0.0037, -0.0547, -0.3544, -0.3531



| no. | strongest force on any atom (eV Å⁻¹) |
| --- | --- |
| 1 | 1.1 |
| 2 | 2.4 |
| 3 | 2.2 |